Entry 1:
This record from the Open Molecules 2025 dataset describes a molecular structure, C11H29AsO5PRuS2 at a distorted geometry. The level of theory is ωB97M-V/def2-TZVPD.

Structure (XYZ):
```
50
Properties=species:S:1:pos:R:3
H 1.27581 4.53929 1.68205
O 1.52461 1.55178 0.88354
C 1.33887 -0.83121 3.33749
H -0.89311 1.60901 3.10277
H 0.77348 2.73261 -2.09319
H -4.05709 -3.25732 -0.70102
H 1.71899 5.34460 0.15922
H 2.46655 -1.00174 1.50714
H -0.49502 -2.93827 2.81814
H -0.16313 0.98994 4.60260
C -2.29359 -0.34395 -4.31325
H -2.42048 -3.82002 -0.35369
H 4.07527 3.24336 1.48433
Ru 0.16420 0.05887 0.54517
H -2.02043 0.34320 -5.10828
H 1.02914 -1.47180 4.16479
P -1.03007 -0.50605 -1.91816
O -2.16706 -1.51338 -1.52579
H 2.10743 -0.14160 3.69149
O -1.08977 -0.39219 -3.45643
S 0.82809 -1.13274 -1.48284
O 0.80330 -2.13766 1.37514
H -3.48706 -3.30568 0.97175
C 1.21525 4.48313 0.59684
C 0.09696 -3.24342 1.95358
H 4.46676 2.09167 0.18522
H 4.42064 3.84161 -0.15539
H -1.75960 -2.13797 -5.37079
H -0.55409 -3.64338 1.18141
H -1.90971 -1.46889 0.55455
C -2.61430 -1.71621 -4.84423
S -1.37053 1.22524 -0.86987
H -3.50260 -0.97038 -0.05434
H 2.50570 -2.45727 2.52694
H 2.41113 3.33919 -2.43121
C 1.83013 2.60962 -1.86795
C -0.00681 1.15262 3.53641
H -3.44376 -1.62484 -5.54574
H 2.15086 1.60018 -2.11927
As 2.11030 2.89404 0.00760
H 0.80981 -4.01480 2.24637
C 1.87565 -1.63850 2.17351
C -2.69668 -1.69026 -0.18863
C -3.19091 -3.10858 -0.05814
H 0.17471 4.46469 0.27953
H -3.12230 0.07296 -3.74095
H -2.90972 -2.39735 -4.04757
O 0.18913 -0.10988 2.86925
H 0.86075 1.79498 3.38882
C 3.97431 3.03272 0.42104
```

Calculated values
lowest unoccupied orbital energy (spin up / spin down)	-0.301 / -0.285	Eh
largest force on an atom	1.94	eV Å⁻¹
HOMO-LUMO gap (spin up / spin down)	7.42 / 7.82	eV
multiplicity	2
net charge	+2

For each atom in turn, the Mulliken charge in e is: number 1, H, carries 0.372; number 2, O, carries -0.375; number 3, C, carries -0.484; number 4, H, carries 0.289; number 5, H, carries 0.330; number 6, H, carries 0.389; number 7, H, carries 0.431; number 8, H, carries 0.179; number 9, H, carries 0.320; number 10, H, carries 0.323; number 11, C, carries -0.216; number 12, H, carries 0.360; number 13, H, carries 0.367; number 14, Ru, carries 0.721; number 15, H, carries 0.341; number 16, H, carries 0.430; number 17, P, carries 0.903; number 18, O, carries -0.074; number 19, H, carries 0.420; number 20, O, carries -0.213; number 21, S, carries -0.327; number 22, O, carries -0.033; number 23, H, carries 0.415; number 24, C, carries -1.054; number 25, C, carries -0.694; number 26, H, carries 0.362; number 27, H, carries 0.423; number 28, H, carries 0.320; number 29, H, carries 0.102; number 30, H, carries -0.229; number 31, C, carries -1.044; number 32, S, carries -0.372; number 33, H, carries 0.321; number 34, H, carries 0.536; number 35, H, carries 0.469; number 36, C, carries -1.031; number 37, C, carries -0.767; number 38, H, carries 0.373; number 39, H, carries 0.289; number 40, As, carries 0.550; number 41, H, carries 0.339; number 42, C, carries -0.622; number 43, C, carries 0.593; number 44, C, carries -1.562; number 45, H, carries 0.341; number 46, H, carries 0.316; number 47, H, carries 0.254; number 48, O, carries -0.273; number 49, H, carries 0.272; number 50, C, carries -1.081

***

Entry 2:
This record from the Open Molecules 2025 dataset describes 7 unconnected molecules or ions with the total composition C11H29Cl3O15 at a distorted geometry. The level of theory is ωB97M-V/def2-TZVPD.

Structure (XYZ):
```
58
Properties=species:S:1:pos:R:3
C -3.09438 -1.75277 3.32620
H 3.58325 -2.88336 1.68986
O -0.02527 3.59136 5.29499
C -3.59712 0.56087 -0.45098
H 3.07877 -2.78439 3.36569
O -3.04775 -1.67184 2.01340
H 2.81784 -0.14579 1.61229
H 0.54618 1.11679 -6.29832
C 3.34427 -0.81196 2.29579
H -1.36542 0.74675 -3.94768
H -0.27023 0.74292 3.54228
C -0.39624 1.42804 4.38064
O -3.29564 -0.74021 -0.91831
H 1.19575 2.74789 3.67050
H 1.67123 -0.94702 -2.98118
Cl -1.61342 -0.63983 -5.79149
C 0.71599 2.52147 4.62269
C -0.62070 0.33153 -4.62671
O -0.61188 0.71663 5.62896
O -4.21089 -1.93265 3.82313
H -3.10224 1.30366 -1.07664
C -5.02869 0.96740 -0.19038
C 3.15516 -1.89054 -3.99298
C 3.09700 -0.91040 -5.14173
H 4.00210 -1.17552 -5.68818
H -0.52562 2.29893 -5.46093
H -0.51983 1.41406 6.28220
O -0.30489 -0.39576 0.85049
H 0.60956 4.30910 5.35357
O 2.05404 -1.22973 -5.97881
H 1.59575 -2.01186 -5.66282
H 4.42063 -0.75487 2.13361
H 4.01280 -1.51571 -3.43434
O 1.64115 -2.63319 2.03887
O -5.58310 0.21216 0.89814
H 1.52839 2.17986 5.26409
H 1.29021 -1.90155 1.52590
H -5.83128 0.74469 1.65737
H 3.98969 0.34482 3.76867
C 2.96997 -2.31412 2.38840
O -0.77242 1.70744 -0.01229
H -3.11652 0.63030 0.52488
Cl -0.05031 0.52414 -0.25413
O 1.29447 0.96497 -0.22217
H -5.12560 2.05308 -0.19452
O -2.07217 -1.60391 3.98549
O 2.03785 -1.83000 -3.06799
H -5.63572 0.69466 -1.05365
H -2.12177 -1.42543 2.07205
C 0.14983 1.45205 -5.33988
H 0.02489 -0.37770 -4.10873
H 3.25190 0.15859 -4.99557
H 3.38489 -2.93330 -4.21201
O -0.41754 -0.18823 -1.47651
H -1.37704 1.86706 4.19794
Cl 1.36844 2.10062 -4.18831
H -2.34356 -0.79667 -1.02765
O 3.24538 -0.23354 3.58675
```

Calculated values
lowest unoccupied orbital energy	0.144	Eh
largest force on an atom	4.50	eV Å⁻¹
HOMO-LUMO gap	4.60	eV
net charge	-2

For each atom in turn, the Mulliken charge in e is: number 1, C, carries 0.637; number 2, H, carries 0.228; number 3, O, carries -0.509; number 4, C, carries 0.211; number 5, H, carries 0.300; number 6, O, carries -0.365; number 7, H, carries 0.170; number 8, H, carries 0.307; number 9, C, carries -0.150; number 10, H, carries 0.312; number 11, H, carries 0.086; number 12, C, carries -0.032; number 13, O, carries -0.582; number 14, H, carries 0.360; number 15, H, carries 0.169; number 16, Cl, carries -0.254; number 17, C, carries -0.494; number 18, C, carries 0.168; number 19, O, carries -0.511; number 20, O, carries -0.848; number 21, H, carries 0.204; number 22, C, carries -0.768; number 23, C, carries -0.613; number 24, C, carries -0.376; number 25, H, carries 0.337; number 26, H, carries 0.412; number 27, H, carries 0.303; number 28, O, carries -0.341; number 29, H, carries 0.263; number 30, O, carries -0.485; number 31, H, carries 0.355; number 32, H, carries 0.364; number 33, H, carries 0.317; number 34, O, carries -0.531; number 35, O, carries -0.471; number 36, H, carries 0.305; number 37, H, carries 0.248; number 38, H, carries 0.274; number 39, H, carries 0.259; number 40, C, carries -0.475; number 41, O, carries -0.703; number 42, H, carries 0.124; number 43, Cl, carries 1.582; number 44, O, carries -0.754; number 45, H, carries 0.331; number 46, O, carries -0.716; number 47, O, carries -0.411; number 48, H, carries 0.289; number 49, H, carries 0.281; number 50, C, carries -0.514; number 51, H, carries -0.236; number 52, H, carries 0.276; number 53, H, carries 0.386; number 54, O, carries -0.582; number 55, H, carries 0.206; number 56, Cl, carries -0.196; number 57, H, carries 0.370; number 58, O, carries -0.517

***

Number 1: electronic energy -116480.23642 eV. Number 2: electronic energy -80147.42860 eV.